# C22H22BrCl4IrN4O4S

A structure of composition C22H22BrCl4IrN4O4S in a non-equilibrium geometry (ωB97M-V/def2-TZVPD, the Open Molecules 2025 dataset).

Cartesian coordinates (Å):
1 Ir 0.3082 -0.2253 -0.2922
2 N -0.3551 2.1370 -0.6679
3 C -1.8016 2.3176 -0.6506
4 C -2.4265 1.1783 -1.4466
5 N -1.9701 -0.1396 -0.9682
6 C -2.7627 -0.7084 0.1466
7 C -2.1419 -0.3319 1.4770
8 N -0.7441 -0.7660 1.4123
9 H 0.1118 2.6393 0.0805
10 H 0.0409 2.4538 -1.5451
11 H -2.1205 3.2758 -1.0678
12 H -2.1372 2.2943 0.3827
13 H -2.1341 1.2717 -2.4934
14 H -3.5163 1.2597 -1.4017
15 H -1.9601 -0.8057 -1.7309
16 H -2.7436 -1.7944 0.0459
17 H -3.8038 -0.3824 0.0973
18 H -2.6706 -0.8049 2.3064
19 H -2.1727 0.7426 1.6398
20 H -0.7113 -1.8014 1.3347
21 H -0.2287 -0.4852 2.2413
22 Cl 6.5678 -0.3403 2.6544
23 C 4.9639 0.1299 2.3055
24 C 4.4706 1.3771 2.8529
25 Cl 5.5036 2.2945 3.8563
26 C 3.2120 1.8140 2.5747
27 Cl 2.5807 3.2878 3.1768
28 C 2.3458 1.0281 1.7416
29 O 1.1883 1.3763 1.3957
30 C 2.8294 -0.2496 1.2436
31 O 2.0501 -0.9784 0.5326
32 C 4.1701 -0.6510 1.5171
33 Cl 4.7020 -2.1253 0.8292
34 Br 0.9822 -3.3186 -3.7366
35 C 0.6994 -4.6560 -2.4153
36 C 0.9611 -5.9421 -2.8690
37 C 0.7790 -7.0327 -2.0370
38 C 0.3289 -6.8410 -0.7414
39 C 0.0722 -5.5590 -0.2967
40 C 0.2507 -4.4364 -1.1095
41 C -0.0602 -3.1263 -0.4288
42 O -0.4934 -3.1400 0.7216
43 O 0.1284 -2.0349 -1.1018
44 H 1.3101 -6.0821 -3.8819
45 H 0.9875 -8.0275 -2.4074
46 H 0.1799 -7.6837 -0.0806
47 H -0.2718 -5.3870 0.7132
48 S 1.9526 0.3621 -1.8721
49 C 1.3328 0.7636 -3.4047
50 N 2.1757 1.3475 -4.2953
51 C 1.8398 1.6978 -5.5610
52 C 0.5793 1.4762 -6.0165
53 C -0.3372 0.8584 -5.1437
54 C 0.0269 0.5086 -3.8720
55 H 3.1243 1.5111 -3.9810
56 H 2.6238 2.1492 -6.1506
57 H 0.3079 1.7534 -7.0229
58 H -1.3377 0.6380 -5.4936
59 H -0.6373 -0.0164 -3.2051

The max |F| comes out at 1.509 eV Å⁻¹. For the HOMO energy (spin up / spin down), the calculation gives -10.238 / -10.867 eV. The spin multiplicity is 2. For the calculated total energy, the calculation gives -171123.2162 eV. As for the energy relative to the best compared isomer or geometry (same formula, charge and spin): 46.9 kcal/mol. For the HOMO-LUMO gap (spin up / spin down), the calculation gives 7.0 / 6.7 eV. As for the total charge: +1.

Atomic partial charges in e from the Mulliken method, atoms 1 to 8: 3.01, -0.46, -0.78, -0.55, -0.48, -0.83, -0.73, -0.60